# 1
{
  "formula": "C58H107Br9Cl8NO14P",
  "method": "wB97M-V/def2-TZVPD",
  "elements": ["C", "C", "C", "C", "P", "C", "C", "C", "C", "C", "C", "C", "C", "C", "C", "C", "C", "H", "H", "H", "H", "H", "H", "H", "H", "H", "H", "H", "H", "H", "H", "H", "H", "H", "H", "H", "H", "H", "H", "H", "H", "H", "H", "H", "H", "H", "H", "H", "H", "H", "H", "H", "H", "C", "C", "C", "C", "N", "C", "C", "C", "C", "C", "H", "H", "H", "H", "H", "H", "H", "H", "H", "H", "H", "H", "H", "H", "H", "H", "H", "H", "H", "H", "O", "C", "C", "O", "H", "H", "H", "H", "O", "C", "O", "C", "C", "C", "H", "H", "H", "H", "H", "H", "O", "C", "O", "C", "C", "C", "H", "H", "H", "H", "H", "H", "O", "C", "O", "C", "C", "C", "H", "H", "H", "H", "H", "H", "O", "C", "O", "C", "C", "C", "H", "H", "H", "H", "H", "H", "O", "C", "O", "C", "C", "C", "H", "H", "H", "H", "H", "H", "O", "C", "O", "C", "C", "C", "H", "H", "H", "H", "H", "H", "C", "Cl", "Cl", "H", "H", "C", "Cl", "Cl", "H", "H", "C", "Cl", "Cl", "H", "H", "C", "Cl", "Cl", "H", "H", "C", "Br", "Br", "Br", "H", "C", "Br", "Br", "Br", "H", "C", "Br", "Br", "Br", "H"],
  "xyz": [[0.772, 3.201, -2.277], [1.295, 2.603, -1.003], [0.373, 1.489, -0.553], [1.071, 0.648, 0.502], [0.051, -0.688, 1.156], [-1.822, -0.414, 1.092], [-2.478, -0.066, -0.226], [-3.884, -0.733, -0.540], [-5.095, -0.148, 0.255], [0.420, -2.035, -0.139], [-0.747, -3.179, -0.507], [-0.216, -3.851, -1.791], [-1.258, -4.604, -2.588], [0.615, -1.410, 2.751], [0.099, -2.829, 3.125], [0.838, -3.368, 4.420], [0.500, -4.855, 4.702], [-0.252, 3.554, -2.159], [0.767, 2.573, -3.168], [1.351, 4.060, -2.616], [1.453, 3.378, -0.254], [2.304, 2.218, -1.153], [0.115, 0.822, -1.376], [-0.620, 1.864, -0.305], [1.179, 1.346, 1.332], [2.105, 0.371, 0.294], [-1.932, 0.361, 1.850], [-2.177, -1.310, 1.601], [-1.696, -0.238, -0.966], [-2.538, 1.021, -0.273], [-3.784, -1.794, -0.312], [-3.971, -0.749, -1.626], [-4.760, -0.306, 1.280], [-5.987, -0.725, 0.010], [-5.316, 0.861, -0.094], [1.338, -2.347, 0.359], [0.661, -1.458, -1.032], [-1.729, -2.715, -0.588], [-0.860, -4.014, 0.184], [0.432, -4.716, -1.646], [0.333, -3.163, -2.434], [-1.824, -5.242, -1.909], [-0.852, -5.299, -3.323], [-1.940, -4.015, -3.200], [0.378, -0.684, 3.529], [1.698, -1.328, 2.657], [0.359, -3.643, 2.448], [-0.988, -2.805, 3.196], [0.879, -2.671, 5.257], [1.896, -3.387, 4.159], [0.803, -5.537, 3.907], [-0.526, -5.018, 5.033], [1.189, -5.277, 5.433], [8.800, 2.089, 2.135], [7.996, 1.013, 2.891], [6.604, 1.489, 3.185], [5.695, 0.474, 3.734], [4.248, 0.972, 4.053], [4.140, 2.064, 5.131], [4.287, 1.375, 6.471], [3.946, -0.104, 6.247], [3.619, -0.199, 4.750], [3.566, 1.372, 2.753], [9.881, 1.944, 2.128], [8.609, 3.092, 2.518], [8.475, 2.070, 1.095], [8.546, 0.857, 3.819], [7.934, 0.036, 2.412], [6.142, 1.988, 2.332], [6.914, 2.251, 3.899], [6.183, 0.175, 4.662], [5.655, -0.255, 2.926], [3.118, 2.413, 4.989], [4.876, 2.762, 4.733], [3.544, 1.735, 7.184], [5.222, 1.598, 6.985], [3.068, -0.481, 6.773], [4.863, -0.614, 6.542], [2.559, -0.033, 4.558], [3.892, -1.159, 4.312], [3.954, 2.363, 2.518], [2.491, 1.325, 2.925], [3.843, 0.710, 1.932], [-1.315, 3.128, 6.855], [-0.560, 2.782, 5.652], [-1.190, 1.971, 4.449], [-0.279, 1.708, 3.390], [0.374, 2.291, 5.925], [-0.261, 3.791, 5.366], [-2.008, 2.614, 4.125], [-1.623, 1.093, 4.929], [-5.966, 3.337, 5.061], [-5.419, 2.227, 5.256], [-5.160, 1.842, 6.479], [-4.306, 0.693, 6.533], [-4.525, 0.049, 5.115], [-4.927, 1.206, 4.235], [-4.558, 0.213, 7.480], [-3.289, 1.034, 6.724], [-5.260, -0.749, 5.220], [-3.608, -0.349, 4.681], [-5.640, 0.914, 3.464], [-4.141, 1.734, 3.694], [3.556, 5.868, -4.534], [4.325, 5.535, -3.668], [3.982, 4.763, -2.602], [5.082, 4.488, -1.669], [6.160, 5.396, -2.189], [5.762, 6.013, -3.516], [5.433, 3.485, -1.428], [4.736, 4.946, -0.742], [7.085, 4.858, -2.396], [6.275, 6.108, -1.372], [6.381, 5.553, -4.286], [5.884, 7.093, -3.596], [0.596, 1.677, -8.576], [1.350, 2.139, -7.668], [2.599, 2.618, -7.865], [3.322, 2.676, -6.709], [2.384, 2.591, -5.563], [1.225, 1.863, -6.169], [3.813, 3.642, -6.592], [4.077, 1.913, -6.518], [2.013, 3.606, -5.422], [2.782, 2.025, -4.721], [0.223, 2.243, -5.967], [1.284, 0.797, -5.949], [-8.074, 0.970, -1.697], [-7.449, 0.181, -2.348], [-6.317, 0.583, -3.027], [-5.919, -0.436, -3.893], [-6.989, -1.398, -3.974], [-7.923, -1.094, -2.752], [-5.041, -0.903, -3.445], [-5.608, -0.075, -4.873], [-6.622, -2.395, -3.730], [-7.478, -1.310, -4.944], [-7.651, -1.750, -1.925], [-8.975, -1.025, -3.031], [-1.798, -4.709, -7.542], [-2.291, -5.753, -7.160], [-1.801, -6.916, -7.556], [-2.547, -8.001, -7.019], [-3.305, -7.420, -5.813], [-3.436, -5.961, -6.141], [-1.853, -8.737, -6.613], [-3.214, -8.423, -7.771], [-2.679, -7.582, -4.935], [-4.292, -7.821, -5.583], [-3.445, -5.197, -5.364], [-4.330, -5.770, -6.734], [-4.211, 4.627, -1.154], [-4.168, 4.482, 0.039], [-3.068, 4.119, 0.679], [-3.260, 4.026, 2.072], [-4.729, 4.435, 2.345], [-5.331, 4.710, 0.974], [-2.467, 4.573, 2.582], [-3.130, 2.961, 2.261], [-4.701, 5.221, 3.101], [-5.291, 3.639, 2.833], [-5.731, 5.717, 0.846], [-6.130, 4.003, 0.750], [2.689, -5.636, 1.246], [2.889, -6.483, 2.779], [1.386, -6.626, 0.551], [2.361, -4.613, 1.429], [3.650, -5.656, 0.732], [-3.958, 3.136, -4.027], [-4.133, 2.878, -5.747], [-2.576, 2.370, -3.282], [-3.976, 4.177, -3.704], [-4.774, 2.544, -3.614], [-1.402, -1.965, -5.782], [-1.009, -0.444, -4.870], [-2.987, -2.632, -5.296], [-1.560, -1.753, -6.840], [-0.600, -2.699, -5.698], [0.281, 4.474, 2.163], [2.030, 4.342, 1.982], [-0.356, 5.849, 1.264], [-0.076, 3.542, 1.724], [0.040, 4.549, 3.223], [2.495, -5.967, -6.239], [2.193, -6.883, -7.990], [4.022, -6.582, -5.214], [0.913, -6.032, -5.119], [2.622, -4.899, -6.416], [4.353, -2.924, -2.489], [2.871, -1.619, -2.685], [5.230, -3.403, -4.214], [3.548, -4.668, -1.960], [5.092, -2.669, -1.730], [-1.435, -0.998, 7.635], [0.345, -1.410, 8.481], [-2.935, -1.261, 8.868], [-1.865, -2.155, 6.042], [-1.475, 0.055, 7.356]],
  "forces_ev_per_angstrom": [[-0.2, 1.2, -0.9], [0.1, -0.1, -0.5], [0.3, -0.8, -0.7], [-0.7, 1.3, 2.0], [-1.7, -1.5, -1.2], [1.3, 0.3, 1.8], [-0.2, 0.2, -0.4], [1.3, 0.2, 0.0], [1.4, -0.8, -1.4], [-2.4, 0.1, 1.5], [2.8, 0.7, -0.2], [-0.4, -0.6, -1.0], [-1.2, -0.1, -0.6], [-0.4, 0.0, -0.3], [1.2, 0.0, 1.0], [0.2, -0.3, -1.2], [0.5, 0.4, 0.6], [-0.1, 0.0, 0.1], [0.0, -0.6, 0.3], [0.1, 0.2, 0.3], [-0.5, -0.1, 0.1], [0.2, -0.3, -0.2], [0.3, 0.1, -0.7], [0.2, 0.2, 0.8], [-0.1, 0.0, 0.6], [-0.2, -0.5, -0.6], [-0.1, 0.3, 0.2], [-0.2, -0.4, -0.3], [-0.6, -0.6, -0.7], [-0.5, 0.1, 0.1], [-0.1, -0.2, 0.3], [-0.4, 0.5, 0.0], [-0.8, 0.7, 0.3], [0.0, -0.2, 0.4], [0.3, 0.2, 0.6], [0.2, -0.9, -0.7], [-0.1, -0.3, 0.0], [0.2, 0.2, -0.4], [0.2, 0.4, 0.7], [0.8, 0.6, 1.1], [-0.1, 0.1, 0.0], [-0.3, 0.0, 0.1], [0.5, 0.0, 0.2], [-0.2, 0.3, 0.4], [-0.4, 0.3, 0.1], [0.3, -0.5, 0.0], [-0.1, 0.4, -0.8], [0.0, -0.1, 0.3], [-0.9, -0.2, 0.2], [0.4, 0.0, -0.5], [-0.8, 0.5, -0.7], [0.1, -0.1, -0.1], [-0.2, 0.4, 0.8], [-0.4, -0.5, -0.7], [1.0, -0.4, -0.2], [0.7, 2.5, 0.1], [-0.3, 1.0, 0.5], [1.5, -2.0, -0.4], [0.0, -0.4, -1.7], [-0.8, 0.7, 0.9], [0.8, 0.2, -0.8], [-0.9, -0.2, -0.1], [0.5, -0.1, 0.9], [-0.1, -0.2, 0.2], [-0.1, -0.1, 0.2], [0.1, 0.2, -0.1], [-0.3, -0.3, 0.3], [0.5, 0.0, -0.5], [0.2, 0.1, -0.3], [-1.1, 0.5, 0.3], [-0.6, -0.8, 0.0], [-0.6, -0.7, 0.7], [0.0, 0.4, 0.0], [-0.1, 0.6, 0.9], [-0.1, 0.6, -0.3], [0.3, -0.5, -0.4], [0.3, 0.2, 0.3], [-0.4, -0.8, -0.2], [-0.3, -0.2, 0.4], [0.2, 0.2, -0.2], [-0.5, 0.0, 0.0], [-0.1, 0.5, 0.1], [0.1, -0.3, 0.3], [0.5, -2.2, -2.2], [-1.5, 1.4, 2.3], [1.6, 1.2, 0.3], [-0.2, -0.6, 0.1], [0.8, -0.8, 0.1], [0.4, 0.3, -1.3], [-0.5, 0.0, -0.2], [-0.3, -0.8, 0.0], [1.3, -3.2, 0.0], [-2.0, 3.6, -1.0], [0.2, 0.0, 0.7], [0.1, 0.3, -0.5], [1.3, -0.5, 0.9], [-0.8, 0.6, 0.4], [-0.6, -0.6, -0.8], [0.2, 0.4, -0.5], [-0.2, 0.1, -0.4], [0.0, -0.4, 0.5], [-0.4, 0.3, 0.3], [0.5, -0.4, 0.2], [0.3, -0.8, 0.8], [0.0, 1.2, -0.3], [-0.2, -1.6, -0.1], [-1.0, 2.1, -0.2], [1.9, 0.4, 0.5], [-0.3, -0.8, 0.2], [-0.8, -0.4, -0.9], [-0.2, -0.5, 0.2], [0.2, 0.1, 0.7], [0.7, 0.3, -0.5], [-0.2, 0.2, -0.3], [-0.3, -0.1, 0.0], [2.9, 2.7, 3.3], [-1.5, -4.1, -2.3], [-1.0, 0.0, -2.6], [2.1, 0.9, 2.3], [-1.7, 0.4, 0.3], [-1.3, 0.1, -0.8], [0.3, 0.0, -0.7], [0.2, -0.4, -1.2], [0.4, 0.0, 1.2], [0.0, 0.8, 0.3], [0.0, -0.2, 0.8], [-0.3, -0.1, -0.5], [0.6, 0.0, 0.7], [-0.5, 4.3, -0.3], [-0.7, 0.7, 1.0], [2.9, 0.2, 0.0], [-2.3, -2.3, 0.6], [0.8, -1.9, -1.8], [0.3, 0.0, -0.1], [-0.1, 0.5, 0.2], [0.0, -0.2, -1.1], [-0.3, -0.5, 0.2], [-0.7, -0.5, -0.1], [0.1, -0.3, 0.6], [-0.7, -1.0, 0.4], [0.5, 2.4, 0.7], [0.1, -0.8, -0.5], [-0.5, -0.4, 1.0], [-0.2, 0.0, 0.7], [0.5, 0.7, -1.5], [0.0, -0.1, -0.6], [0.2, 0.0, -0.1], [0.0, 0.2, 0.1], [0.2, -0.5, -0.3], [0.4, -0.4, 0.0], [-0.3, -0.1, 0.0], [0.3, -0.2, -0.4], [-0.9, 0.6, -0.8], [0.6, 0.3, -1.0], [-0.6, -1.3, 0.5], [0.4, -0.2, 1.0], [0.4, 0.1, 0.7], [-0.4, 0.1, 0.0], [0.3, 0.0, 0.5], [-0.4, 0.4, -0.4], [0.3, 0.0, 0.0], [0.1, -0.1, -0.1], [0.0, 0.1, -0.2], [-0.3, -0.6, 0.7], [1.1, 0.3, 1.0], [0.0, 0.7, -1.3], [-0.1, -0.2, -0.1], [-0.5, -0.2, -0.3], [-1.2, -0.6, 1.0], [0.4, 0.2, -0.6], [1.0, -0.3, 0.0], [-0.1, -0.2, -0.4], [-0.2, 0.7, 0.2], [-0.4, 0.4, -0.4], [-0.2, -1.1, -0.5], [0.4, 0.2, 0.3], [0.3, 0.4, 0.3], [-0.3, 0.1, 0.4], [-0.4, -0.6, -0.1], [0.9, 0.3, 0.3], [0.1, 0.2, 0.0], [-0.4, 0.2, 0.4], [0.0, -0.1, -0.2], [-0.4, -0.1, -0.3], [0.4, 0.6, 1.3], [-0.3, -0.3, -0.7], [0.1, -0.1, -0.2], [0.2, -0.4, -0.3], [-0.9, -1.4, -1.1], [1.4, -0.5, 0.0], [-0.2, 1.1, 1.0], [0.2, 0.9, 0.3], [-0.3, 0.3, -0.4], [-0.4, -0.9, 0.2], [-1.4, 0.2, -0.8], [1.0, -0.1, 0.1], [0.6, 0.8, 1.0], [0.4, 0.0, -0.2]],
  "homo_ev": -4.43,
  "fmax_ev_per_a": 5.2
}


# 2
{
  "formula": "C17H25N5O5PdSSe",
  "method": "wB97M-V/def2-TZVPD",
  "elements": ["Pd", "O", "C", "C", "N", "C", "C", "O", "O", "C", "C", "O", "O", "H", "H", "H", "H", "H", "H", "H", "H", "H", "C", "N", "C", "Se", "N", "C", "C", "C", "C", "C", "C", "H", "H", "H", "H", "H", "H", "H", "H", "C", "N", "C", "S", "N", "C", "H", "H", "H", "H", "H", "H", "H", "H"],
  "xyz": [[0.063, 0.736, 0.714], [1.261, 1.609, 2.585], [1.854, 1.659, 3.889], [2.325, 0.298, 4.369], [1.273, -0.617, 4.878], [0.543, -0.309, 5.872], [-2.595, 1.547, 2.550], [-3.497, 1.532, 3.256], [-1.727, 1.637, 1.768], [0.983, -1.820, 4.090], [-0.078, -1.420, 3.022], [-1.072, -0.844, 3.476], [0.213, -1.723, 1.843], [1.076, 2.522, 2.334], [1.149, 2.107, 4.593], [2.744, 2.289, 3.848], [3.034, 0.456, 5.181], [2.838, -0.229, 3.568], [0.707, 0.626, 6.394], [-0.233, -0.989, 6.193], [0.562, -2.574, 4.749], [1.898, -2.183, 3.635], [1.928, -1.717, -3.284], [1.892, -0.260, -3.236], [1.870, 0.510, -2.147], [1.990, -0.090, -0.359], [1.805, 1.791, -2.534], [1.784, 1.867, -3.921], [1.725, 2.942, -4.800], [1.734, 2.631, -6.144], [1.798, 1.302, -6.598], [1.856, 0.238, -5.723], [1.847, 0.553, -4.368], [1.824, -2.106, -2.276], [2.873, -2.046, -3.712], [1.103, -2.069, -3.900], [1.818, 2.562, -1.886], [1.681, 3.965, -4.454], [1.694, 3.430, -6.871], [1.805, 1.113, -7.662], [1.912, -0.783, -6.075], [-3.498, -1.766, 1.394], [-2.369, -1.295, 0.588], [-2.448, -0.617, -0.535], [-1.096, 0.309, -1.151], [-3.539, -0.587, -1.299], [-4.562, -1.634, -1.395], [-3.139, -1.844, 2.417], [-3.862, -2.737, 1.069], [-4.309, -1.040, 1.370], [-1.466, -1.321, 1.066], [-3.509, 0.080, -2.054], [-4.100, -2.618, -1.342], [-5.043, -1.531, -2.364], [-5.321, -1.539, -0.624]],
  "forces_ev_per_angstrom": [[0.2, -0.1, 0.1], [-0.2, 0.0, -0.1], [0.0, -0.1, 0.1], [0.1, 0.0, -0.1], [-0.2, 0.0, 0.0], [0.0, 0.0, 0.0], [0.1, 0.1, -0.5], [0.1, -0.2, 0.2], [-0.1, 0.0, 0.3], [0.1, 0.0, 0.1], [0.4, -0.3, -0.1], [-0.4, 0.4, 0.0], [-0.3, 0.2, 0.2], [0.1, 0.0, 0.0], [0.0, 0.0, 0.0], [0.0, 0.0, 0.0], [0.0, 0.0, 0.0], [0.0, 0.0, 0.0], [0.0, 0.0, 0.0], [0.0, 0.0, 0.0], [0.0, 0.0, 0.0], [0.0, 0.0, 0.0], [0.0, 0.0, 0.0], [0.0, 0.0, 0.0], [0.0, 0.0, 0.0], [0.0, -0.1, 0.0], [0.0, 0.0, 0.0], [0.0, 0.0, 0.0], [0.0, 0.0, 0.0], [0.0, 0.0, 0.0], [0.0, 0.0, 0.0], [0.0, 0.0, 0.0], [0.0, 0.0, 0.0], [0.0, 0.0, 0.0], [0.0, 0.0, 0.0], [0.0, 0.0, 0.0], [0.0, 0.0, 0.0], [0.0, 0.0, 0.0], [0.0, 0.0, 0.0], [0.0, 0.0, 0.0], [0.0, 0.0, 0.0], [0.0, 0.0, 0.0], [-0.3, 0.1, 0.0], [0.1, 0.0, 0.0], [-0.1, 0.0, 0.0], [0.0, 0.0, 0.0], [0.0, 0.0, 0.0], [0.0, 0.0, 0.0], [0.0, 0.0, 0.0], [0.0, 0.0, 0.0], [0.3, -0.2, -0.2], [0.0, 0.0, 0.0], [0.0, 0.0, 0.0], [0.0, 0.0, 0.0], [0.0, 0.0, 0.0]],
  "homo_ev": -13.77,
  "fmax_ev_per_a": 0.5,
  "relative_energy_kcal_mol": 16.7,
  "total_charge": 2
}


no.,electronic energy (eV)
1,-831876.223
2,-115371.826